No. 1
C27H17Cl8MgN3OS2 | ωB97M-V with the def2-TZVPD basis set

```
59
Properties=species:S:1:pos:R:3
Cl 2.63145 -0.77561 6.20844
Cl 0.12106 -0.92723 -6.25132
Cl 1.43072 2.90951 4.46088
Cl -4.45058 3.09170 -4.71929
Cl -3.75954 2.43643 -7.76882
Cl -3.23453 3.88316 1.98603
Cl -1.71975 0.07863 -8.39063
Cl -2.67053 1.78408 -2.56597
S -0.16567 -0.24669 6.98147
S -1.69442 -1.95654 -1.07374
Mg -0.53527 -0.57233 -2.67827
O 1.44284 -0.82111 2.27180
N 2.10837 1.22024 0.14172
N 0.78942 0.67275 -1.55921
N 0.50908 -2.41519 -2.40779
C -0.92979 3.24599 3.14185
C -1.20317 0.13442 -5.79834
C 0.96183 -0.69663 5.77262
C -3.14684 2.01202 -5.20788
C -1.34111 0.46482 -4.42284
C -1.68647 1.80007 1.35571
C 1.85234 -4.37802 -2.33819
C 0.45810 1.43497 2.44970
C -1.00291 -0.80885 4.54953
C -1.84418 2.95520 2.12811
C -0.13504 -4.26644 -1.10337
C 1.46501 0.22442 -0.47379
C 1.07727 2.02160 -1.62217
C 0.25171 2.54551 3.22712
C 1.85476 2.38851 -0.61583
C -2.88932 1.66820 -6.50345
C -1.96999 0.68934 -6.81583
C -2.35289 1.41387 -4.21617
C 1.25822 -1.59297 3.46323
C 0.91498 -5.00701 -1.51638
C 1.56456 -3.11083 -2.80607
C -0.30353 -2.91874 -1.47242
C -1.42573 -0.43402 5.82214
C -0.57843 1.02156 1.56106
C 0.43679 -0.96567 4.55610
C 1.79094 0.55652 2.48884
C 2.81248 1.05619 1.42599
H -0.32672 0.06973 1.04790
H -1.08051 4.09409 3.83148
H 2.16327 3.43275 -0.26328
H -2.43529 -0.09984 6.11132
H 3.60122 0.31221 1.36689
H 2.67287 -4.93330 -2.75420
H 2.16983 -1.87552 3.94234
H -0.87317 -4.71068 -0.40122
H 0.65436 -2.46569 3.16905
H 2.27482 0.66444 3.51498
H 0.96918 -6.04778 -1.16819
H -1.63409 -0.92919 3.70419
H 1.32518 -0.75810 -0.08759
H 2.28803 -2.69417 -3.48204
H 3.27931 1.98136 1.66003
H 0.70137 2.63014 -2.46011
H -2.44190 1.51373 0.60391
```

Summary:
- E_LUMO (eV) = 0.187

Atomic partial charges in e from the Mulliken method, atoms 1 to 2: atom 1 (Cl): -0.2158, atom 2 (Cl): -0.2541

No. 2
C26H19AsBCeN10O6S3 | ωB97M-V with the def2-TZVPD basis set

```
67
Properties=species:S:1:pos:R:3
Ce -0.17594 0.34967 -0.39538
As -0.05903 2.96336 -1.93390
S 1.72323 2.40603 0.81968
S 0.96418 -0.08329 2.69013
S -2.25170 0.04915 1.86527
O 0.59894 1.47874 -2.53636
O -1.45191 2.25501 -1.07696
O 0.22747 2.25248 0.92613
O 2.38548 2.60070 2.05187
O -0.79467 3.92312 -3.27625
O 2.14419 1.27878 -0.04801
N 0.26582 2.86832 7.88664
N -3.99280 3.33010 6.46509
N -0.21531 -4.72712 -2.16904
N -1.13186 -2.30189 -2.43524
N -0.56014 -3.39122 -0.14676
N -0.39714 -2.30001 0.75201
N -1.53668 -1.09209 -1.76923
N 1.31314 -2.54104 -1.62238
N -0.06545 -4.85910 -3.56119
N 1.41158 -1.17418 -1.40395
C 1.24861 6.68522 -0.70630
C -3.11601 2.76643 5.95894
C 0.52246 -5.79256 -1.55666
C -0.73935 2.09209 5.64034
C 2.44608 -2.92039 -2.32214
C -2.57039 -1.26405 -3.77223
C 1.15290 4.26246 -1.14108
C -0.12791 0.78516 3.55869
C -1.37354 -4.31560 0.41772
C -1.08398 -2.56231 1.82641
C -1.57057 0.98221 3.12859
C -2.44449 1.73721 3.90834
C 3.37645 -1.87478 -2.33057
C 1.83418 3.99944 0.01212
C 1.07959 -6.60207 -2.58980
C 2.75821 -0.84633 -1.60911
C -0.23177 2.49640 6.90852
C -1.73805 -3.79524 1.67840
C -2.05999 2.20492 5.20241
C 1.82297 6.36855 0.56723
C -2.38310 -0.45668 -2.64601
C -1.78317 -2.38792 -3.61339
C 0.60093 -6.03099 -3.76502
C 0.91563 5.62487 -1.54853
C 2.11640 5.07344 0.93096
C 0.20988 1.47821 4.75566
B -0.16380 -3.29551 -1.62963
H 1.13957 7.77005 -0.96344
H 0.74661 -6.31592 -4.81411
H 0.74181 -5.86797 -0.51108
H -1.03482 -1.89312 2.74687
H 2.14743 7.19633 1.16620
H 1.75916 -7.43283 -2.38247
H -1.64555 3.56054 -3.43133
H -3.21246 -1.09690 -4.63027
H -3.44885 2.01477 3.55472
H -2.77666 0.50356 -2.31463
H -1.65939 -5.23942 -0.17195
H -2.39052 -4.30699 2.34398
H 2.50190 4.85478 1.91506
H 2.51059 -3.86997 -2.86603
H -1.58546 -3.18403 -4.35749
H 3.14002 0.18224 -1.47775
H 4.36158 -1.87273 -2.78717
H 0.40362 5.77090 -2.53056
H 1.20183 1.52908 5.16540
```

Summary:
- E_LUMO (spin up / spin down) (eV) = -2.631 / -2.687
- energy above the lowest of the compared OMol25 structures with the same formula, charge and spin (kcal/mol) = 65.5
- spin multiplicity = 2

Atomic partial charges in e from the Mulliken method, atoms 1 to 2: atom 1 (Ce): 0.5351, atom 2 (As): 1.3353

No. 3
C15H16O3 | ωB97M-V with the def2-TZVPD basis set

```
34
Properties=species:S:1:pos:R:3
O -0.73798 3.02705 1.37707
O -1.86691 -4.53568 0.83015
O -1.11174 -0.23583 -1.36954
C -1.19842 -1.24295 1.46535
C -0.22679 -3.15432 -1.34650
C -0.41323 2.15489 0.58534
C -0.04435 2.90777 -1.79623
C -0.23525 -0.14037 -0.29728
C 1.32669 -1.57894 1.20743
C 0.91417 0.71960 -0.83029
C 0.60112 2.23611 -0.55165
C -0.48595 -2.73896 -0.04900
C 1.89498 3.02655 -0.22656
C -1.42307 -3.40722 0.85237
C -1.41649 0.13925 1.77416
C -1.93648 -2.40532 1.79000
C -0.04544 -1.43753 0.52457
C -0.79903 0.77965 0.76111
H -2.00648 -0.42716 -1.02903
H -0.92617 2.37932 -2.12628
H 1.70753 4.07647 -0.19554
H 0.38937 -2.57784 -2.02181
H 1.86963 0.49999 -0.35444
H 0.66795 2.85702 -2.62090
H -1.83890 0.54923 2.66816
H 1.06169 0.53286 -1.90971
H 1.66108 -0.64610 1.59053
H -0.59370 -4.12672 -1.71862
H 2.09535 -1.83881 0.47386
H -0.32929 3.92503 -1.58328
H 2.65591 2.80432 -0.98809
H -2.83829 -2.52116 2.39937
H 2.28887 2.78690 0.76613
H 1.33964 -2.38713 1.94915
```

Summary:
- E_LUMO (eV) = -1.145
- energy above the lowest of the compared OMol25 structures with the same formula, charge and spin (kcal/mol) = 27.4
- SMILES = C=C1C(=O)C=C2C=C3C(=O)C(C)(C)C[C@@]3(O)[C@]12C

Atomic partial charges in e from the Mulliken method, atoms 1 to 2: atom 1 (O): -0.6469, atom 2 (O): -0.6495

No. 4
C31H18MnN5O8 | ωB97M-V with the def2-TZVPD basis set

```
63
Properties=species:S:1:pos:R:3
Mn 0.07954 -0.35698 0.47666
O -1.35712 -2.35128 6.29293
O -2.18970 -4.21238 6.98877
O -4.21224 -0.23909 -4.91498
O 1.57873 -1.92512 3.57307
O 1.71980 0.86002 -0.00477
O -5.08791 1.45488 -3.71210
O -1.59762 -3.03696 0.07292
O -1.14276 -1.40394 1.52900
N 1.46996 -0.54654 1.68814
N -1.90495 -3.41440 6.11264
N -1.23787 0.02062 -0.99033
N 0.73004 -1.64854 -1.07834
N -0.87799 1.43140 1.14322
C -0.54444 2.08761 2.24929
C -3.20615 0.32112 -2.88117
C -1.75457 -3.01846 3.67806
C -2.91377 -4.47590 2.15029
C 4.41563 -0.52599 3.79484
C -1.95068 1.78086 0.43302
C -2.76253 2.82568 0.82558
C 5.54564 0.23353 3.61521
C 4.64591 1.26596 1.60215
C -2.22590 -0.64474 -3.03509
C -2.42644 3.51823 1.98423
C 2.27553 0.37626 1.05709
C -0.11794 -1.74928 -2.10541
C 1.17653 -3.51941 -3.01843
C -3.39663 -5.23036 3.21239
C -3.06001 -4.88886 4.51303
C -1.57962 -2.57442 1.20109
C -2.10416 -3.37312 2.37751
C -3.16542 1.13834 -1.73786
C -1.30316 3.15540 2.70594
C -1.25601 -0.77513 -2.07116
C 3.47106 0.49154 1.77223
C -2.16304 0.96058 -0.81574
C 0.07393 -2.68032 -3.10539
C 1.78814 -2.44480 -0.98765
C -4.27974 0.48592 -3.92923
C 3.36078 -0.41219 2.87891
C 5.65527 1.13117 2.51047
C 2.07277 -1.08572 2.83152
C -2.24930 -3.78847 4.70605
C 2.05171 -3.40467 -1.95334
H 6.55892 1.71632 2.39344
H 1.34446 -4.26445 -3.78582
H -3.15117 -4.73204 1.12584
H 6.36650 0.15557 4.31561
H 2.41563 -2.29805 -0.11782
H -4.03359 -6.08581 3.03020
H -3.63184 3.09372 0.24470
H 4.32707 -1.20753 4.63113
H -3.41281 -5.45289 5.36275
H -0.62651 -2.75441 -3.92363
H 2.91791 -4.04269 -1.85585
H -3.04768 4.34102 2.31515
H 0.34311 1.73498 2.75950
H -1.08391 -2.18981 3.85836
H -1.01282 3.67555 3.60716
H -2.26993 -1.26066 -3.92075
H -3.93627 1.89309 -1.63564
H 4.73252 1.94785 0.76667
```

Summary:
- E_LUMO (spin up / spin down) (eV) = 1.410 / 1.206
- total charge = -1
- energy above the lowest of the compared OMol25 structures with the same formula, charge and spin (kcal/mol) = 61.8
- spin multiplicity = 6

Atomic partial charges in e from the Mulliken method, atoms 1 to 2: atom 1 (Mn): -0.0528, atom 2 (O): -0.5848

Number 1: E_tot -162089.5572 eV. Number 2: E_tot -161405.8566 eV. Number 3: E_tot -21954.9108 eV. Number 4: E_tot -87592.6423 eV.